one:
A cluster of 2 separate species, C5H12 in total. Source: OMol25; level of theory: wB97M-V/def2-TZVPD.

Last column: natural (NBO) charge in e.
Element x y z (Å)
C1 1.19 -0.01 -1.45  -0.611
C2 -0.13 -1.14 0.97  0.175
C3 0.21 1.16 -1.38  -0.610
C4 -1.53 -0.94 0.54  -0.797
C5 0.35 -0.07 1.87  -0.798
H1 0.79 -0.90 -0.96  0.225
H2 2.13 0.24 -0.96  0.202
H3 1.40 -0.28 -2.49  0.207
H4 -0.74 0.92 -1.86  0.201
H5 0.62 2.05 -1.87  0.207
H6 0.01 1.43 -0.34  0.194
H7 -1.74 -1.39 -0.43  0.242
H8 -2.07 -1.59 1.27  0.277
H9 -1.96 0.07 0.60  0.185
H10 -0.19 0.89 1.87  0.181
H11 0.22 -0.54 2.86  0.277
H12 1.43 0.10 1.77  0.245

Values from the calculation:
E_HOMO ... -0.2993 Eh
LUMO level ... 0.0167 Eh
2S+1 ... 1



two:
An isolated molecule of C5H12. Source: OMol25; level of theory: wB97M-V/def2-TZVPD.

Last column: natural (NBO) charge in e.
Element x y z (Å)
C1 -2.08 -0.71 0.17  -0.612
C2 -1.48 0.66 -0.21  -0.402
C3 -0.04 0.80 0.21  -0.397
C4 0.92 -0.30 -0.33  -0.395
C5 2.43 -0.14 0.13  -0.604
H1 -3.19 -0.72 0.11  0.217
H2 -1.59 -1.00 1.20  0.200
H3 -1.70 -1.49 -0.57  0.204
H4 -2.09 1.45 0.19  0.201
H5 -1.60 0.77 -1.29  0.193
H6 -0.02 0.75 1.31  0.192
H7 0.41 1.77 -0.08  0.204
H8 0.65 -1.32 0.01  0.196
H9 0.93 -0.29 -1.42  0.194
H10 3.10 -0.91 -0.36  0.209
H11 2.55 -0.14 1.20  0.203
H12 2.78 0.83 -0.27  0.196

Values from the calculation:
E_HOMO ... -0.4046 Eh
LUMO level ... 0.0465 Eh
2S+1 ... 1



Most stable structure - two; separation to the second - 333.9 kJ/mol.